(1)
{"formula": "C21H33F5N6O27", "method": "the ωB97M-V functional and the def2-TZVPD basis", "species": ["H", "O", "H", "O", "O", "O", "N", "C", "H", "F", "C", "H", "O", "O", "O", "O", "H", "H", "O", "N", "N", "O", "O", "O", "O", "F", "H", "H", "O", "H", "H", "H", "N", "H", "H", "O", "H", "N", "C", "O", "H", "H", "H", "O", "H", "C", "C", "C", "H", "C", "O", "O", "O", "H", "H", "C", "O", "F", "C", "O", "H", "C", "H", "F", "H", "F", "C", "H", "H", "O", "H", "C", "C", "C", "C", "H", "C", "O", "H", "O", "C", "H", "C", "N", "H", "O", "C", "H", "C", "O", "C", "H"], "coordinates": [[-0.651485, -1.064421, -1.227749], [4.017823, -1.030288, 0.461854], [-1.472534, -0.815220, -3.256726], [1.257231, 0.211609, -3.224514], [0.969866, -4.163884, 3.079536], [-2.715816, 0.289269, -0.506725], [0.821397, -0.910526, -3.390406], [-3.458150, -1.878617, -3.219019], [1.200516, 3.539678, -1.250150], [0.875760, 3.462538, 0.163399], [2.750956, 0.704485, 4.134545], [3.437994, 0.355922, -2.020735], [1.397544, 4.230298, -3.558355], [-1.351589, -2.787111, -2.660777], [2.703815, 0.267338, 2.836189], [-2.213279, 2.348194, 2.978014], [-4.190234, 1.772684, -1.631429], [1.579702, -0.892087, 5.257092], [-1.678678, 0.489615, 1.735806], [4.108396, 1.122400, 0.210152], [3.834021, -1.327869, -0.687056], [-2.233141, 0.210473, 3.916115], [4.502044, -2.225068, -1.157693], [-0.368742, -2.562326, 2.713992], [-1.424069, -4.391719, -4.257762], [-0.437827, -2.555596, 0.389037], [-0.607409, 2.319235, 1.924991], [-0.049341, 4.904240, 1.204636], [0.371713, 1.517549, 0.372388], [-1.765221, 3.697406, 2.020299], [-4.269523, -2.037407, -2.508698], [-0.263682, -4.884424, 1.641083], [0.360501, 0.650680, -0.504641], [-0.807608, -1.368849, 1.626759], [-5.652305, 0.789493, -1.469036], [0.261033, -2.878010, 4.840942], [1.342320, -2.375780, 1.331367], [1.656396, 3.078228, -3.342404], [-1.864340, 3.143701, -0.771156], [-4.422668, -1.011483, -0.012211], [1.687974, -1.907696, -5.037157], [-0.136995, -0.851834, 0.423586], [0.603160, -0.404662, -5.430763], [0.632790, 0.133816, 3.632776], [3.164566, 2.719997, 1.017951], [-1.950231, -3.465061, -3.661655], [0.296193, -3.212688, 3.651717], [-2.152553, 1.128415, 2.831140], [2.320950, -1.091917, -2.241342], [-4.792780, 1.191958, -0.933003], [0.725153, -1.837793, -2.540369], [4.606722, 1.191865, -0.848788], [1.885184, 2.160530, -4.117043], [2.154808, 1.150809, 0.889271], [-2.522654, -1.811706, 3.482229], [1.416401, 0.032765, 2.509416], [0.986094, -0.153031, 1.353527], [1.077760, 0.881847, 5.736979], [0.343676, -2.782463, 1.490813], [-2.522238, 2.888531, -1.816777], [-0.051932, -2.035414, -4.961476], [-1.792490, -1.003095, 3.448865], [1.400039, -4.562185, 1.051642], [-2.726973, -1.397794, 1.285925], [-0.788380, -1.197798, 3.825614], [-2.058851, -0.897241, -1.485307], [1.283362, 2.688354, -1.925781], [2.916758, 1.780946, 4.091520], [-1.636541, 0.033471, -0.027276], [1.099603, 0.620166, -1.533440], [2.406829, 2.142385, -0.482189], [0.776057, -1.330899, -4.882781], [0.593177, -4.212942, 1.695927], [-0.691136, -0.374644, -0.384700], [-1.707300, -0.882447, 2.003677], [0.362814, 2.105848, -1.888554], [-2.056524, -1.503510, -2.645741], [-2.045922, 2.608533, 0.368972], [-3.753719, -1.065832, -3.882435], [-3.123989, -2.985243, -3.986285], [2.881249, 1.834167, 0.449494], [-5.176878, 1.802781, -0.116009], [2.911163, -0.479514, -1.559649], [-3.910278, 0.041618, -0.443260], [2.232805, -0.089136, -0.801008], [-1.107623, 4.245329, -0.644465], [-0.307901, 4.105353, 0.509630], [2.131265, 2.104380, -1.567822], [-1.168075, 3.065837, 1.362550], [4.629943, 0.574284, 1.181841], [1.459636, 0.079569, 4.777966], [3.644447, 0.278646, 4.591095]], "atomic_forces_ev_per_a": [[3.65, 1.42, 2.09], [-3.44, -3.92, 0.06], [-0.32, -0.19, -0.75], [-0.55, -3.73, -7.51], [1.69, -1.80, 0.46], [-11.13, 6.58, 3.18], [1.18, -1.28, -1.66], [0.99, 1.91, 0.21], [0.57, 0.05, -3.09], [-0.25, 4.45, 3.25], [1.21, -1.02, 1.99], [-0.15, -0.93, -0.13], [0.73, 1.16, -1.72], [-2.22, 0.79, 0.17], [-1.88, -1.39, -2.17], [-3.09, -5.91, 2.42], [0.05, -0.01, 0.46], [-0.21, -0.42, -0.82], [-1.43, 0.99, 2.22], [1.23, 1.75, 5.14], [1.81, -0.96, -1.55], [-1.29, 3.12, -1.46], [-0.05, -0.89, -1.79], [1.32, -0.43, -1.28], [-1.02, 1.68, 1.38], [0.44, -2.72, 1.02], [0.17, 0.97, -1.10], [-0.26, 0.88, -1.22], [-0.99, -1.45, -3.03], [0.80, 0.47, -0.77], [0.36, -0.37, 0.32], [-0.19, 0.28, -0.39], [-2.63, 0.39, -1.93], [-2.25, 2.65, 0.47], [0.05, -0.34, 0.23], [0.31, -1.31, -3.06], [-0.40, 1.25, 0.53], [-2.64, -1.48, 1.84], [-3.44, 1.02, -4.36], [0.06, 2.04, -1.85], [0.10, 0.53, -0.16], [-1.17, 0.77, -1.56], [0.47, -0.34, -0.14], [-0.25, -0.49, -0.90], [-0.30, -0.20, 0.29], [2.61, -3.09, -1.29], [0.04, 0.89, 4.07], [0.82, 1.24, 3.25], [1.75, -0.31, 1.21], [-0.38, -0.73, -0.78], [0.94, 1.98, -1.69], [2.34, 0.48, -3.01], [1.10, 2.35, -0.61], [1.39, 1.00, 0.13], [-0.06, -0.13, 1.45], [0.03, -0.01, -1.78], [3.95, -1.75, 8.39], [-1.60, 1.41, 1.25], [-0.22, -2.88, -1.42], [2.89, 0.75, 3.22], [0.00, 0.04, -0.24], [-0.58, -1.07, 0.54], [0.11, -0.25, 0.46], [0.09, -0.85, 1.26], [-1.61, 0.22, 0.62], [-5.51, -7.83, -7.71], [1.77, 2.81, -1.98], [-0.86, 0.22, 0.68], [3.83, -0.74, 0.64], [-5.90, -1.16, 10.27], [1.59, -0.11, 1.98], [-1.40, -0.21, 1.53], [0.53, -1.85, -0.43], [9.80, 0.61, 1.60], [1.76, 0.48, -1.66], [0.25, 1.57, -1.23], [-0.24, -1.26, -2.20], [-0.83, -2.64, 1.47], [-0.19, -0.06, -0.09], [-1.51, -0.44, -0.84], [-0.61, 0.16, 0.34], [0.45, -0.27, 0.23], [1.14, -1.89, 1.47], [-2.00, 0.99, 0.71], [2.02, -1.19, -0.23], [1.91, 1.32, 0.01], [-0.71, -3.30, 1.70], [-0.91, 0.91, -2.21], [1.95, 5.08, -1.66], [1.42, 4.65, 0.21], [2.98, 1.35, -1.02], [0.02, -0.01, 0.05]], "lowdin_charge": [0.096, 0.007, 0.171, -0.027, 0.141, -0.018, -0.322, -0.027, 0.084, -0.084, -0.041, 0.116, 0.084, 0.104, 0.064, 0.090, 0.070, 0.169, 0.088, -0.433, -0.348, 0.117, 0.051, 0.007, 0.145, 0.068, 0.137, 0.178, -0.063, 0.138, 0.138, 0.162, -0.199, 0.094, 0.092, 0.149, 0.193, -0.368, -0.532, 0.065, 0.115, 0.080, 0.106, 0.121, 0.142, -0.572, -0.539, -0.360, 0.085, 0.087, 0.013, 0.096, 0.050, 0.076, 0.176, -0.367, 0.027, 0.126, -0.262, 0.085, 0.077, -0.118, 0.162, 0.103, 0.111, -0.054, 0.034, 0.155, -0.009, -0.248, 0.038, 0.122, -0.007, 0.005, -0.349, 0.122, -0.226, 0.108, 0.145, 0.105, 0.031, 0.108, 0.062, -0.257, 0.076, 0.163, -0.157, 0.066, -0.102, 0.031, -0.284, 0.148], "spin_multiplicity": 1, "orbital_gap_ev": 8.548, "charge": 0, "homo_energy_ev": -8.999}

---

(2)
{"formula": "C16H22O6", "method": "the ωB97M-V functional and the def2-TZVPD basis", "species": ["H", "C", "H", "C", "C", "H", "C", "H", "H", "H", "C", "H", "O", "C", "C", "O", "H", "C", "C", "C", "O", "C", "H", "H", "H", "H", "C", "C", "H", "H", "H", "C", "H", "O", "C", "H", "O", "H", "O", "H", "C", "H", "H", "H"], "coordinates": [[2.377719, -3.297865, -3.103556], [1.119013, -3.637644, -0.141813], [-2.079768, -2.312253, 1.951279], [-0.649341, 2.976456, -0.552306], [0.016822, -3.302960, 0.868406], [-4.451246, 4.073846, 1.772223], [-1.516226, 2.748601, 0.512305], [-0.746944, -4.095324, 0.860657], [2.495481, 0.230512, -3.095635], [1.150038, 2.441760, -1.545413], [-1.427156, -1.536866, 1.525111], [0.472534, -3.258878, 1.865588], [0.342808, 0.021154, 2.170170], [0.510918, 2.242388, -0.699892], [-1.194515, 1.747693, 1.433022], [-0.583826, -2.066208, 0.535964], [-3.054057, 3.543141, 2.728579], [2.775496, 0.503071, -0.953855], [-2.737805, 3.578207, 0.606703], [0.841780, 1.252271, 0.218839], [2.499774, -1.569637, -2.095712], [-0.039218, 1.003257, 1.296881], [-4.011864, 2.358475, 1.827293], [1.657926, -4.517120, 0.222049], [1.044504, -0.091989, -2.107220], [-2.044676, -0.797722, 1.005922], [2.135354, -0.210151, -2.151927], [1.742098, -2.425979, -2.926488], [-0.100649, -1.576507, 3.259157], [-0.082345, -2.082912, -1.779677], [-0.906225, 3.742856, -1.267420], [-3.621003, 3.373683, 1.816162], [-1.852196, 1.543812, 2.262488], [0.616602, -3.992034, -1.412928], [0.422548, -2.907274, -2.294876], [-0.227338, -3.291642, -3.085165], [1.953872, 0.482405, 0.189099], [3.671413, -0.052435, -0.667361], [-3.018501, 4.392708, -0.246545], [1.809842, -2.793449, -0.214921], [-0.652534, -0.845459, 2.663984], [-1.364787, -0.331345, 3.323664], [3.060083, 1.528200, -1.216950], [1.535184, -1.934008, -3.886312]], "atomic_forces_ev_per_a": [[-0.12, 0.04, -0.09], [-0.30, 0.10, 0.48], [-0.01, 0.09, 0.00], [-0.27, 0.05, 0.19], [0.28, -0.21, -0.23], [0.01, 0.00, -0.02], [0.55, -0.11, -0.42], [0.09, 0.05, 0.04], [-0.07, -0.02, 0.10], [0.09, -0.01, -0.06], [0.04, 0.27, 0.20], [0.01, -0.02, -0.01], [0.16, 0.37, -0.13], [0.22, -0.17, 0.01], [0.12, 0.03, -0.05], [0.14, 0.00, -0.16], [0.04, -0.06, 0.12], [0.06, -0.07, -0.68], [-0.29, 0.07, 0.18], [-0.19, -0.13, 0.29], [0.15, -0.01, 0.28], [0.21, -0.08, -0.16], [-0.01, -0.12, 0.07], [0.00, 0.11, 0.05], [0.08, 0.04, -0.03], [-0.03, -0.13, 0.13], [0.10, 0.19, 0.16], [-0.39, -0.21, 0.00], [-0.12, 0.09, 0.01], [-0.02, -0.02, -0.13], [-0.02, 0.05, -0.05], [-0.14, 0.25, -0.18], [-0.06, -0.04, 0.12], [-0.07, -0.12, 0.04], [0.38, 0.25, -0.27], [0.03, 0.11, 0.01], [-0.34, -0.02, 0.36], [-0.07, 0.14, -0.08], [0.01, -0.03, 0.05], [0.01, -0.07, 0.07], [-0.32, -0.46, -0.24], [0.07, -0.07, -0.02], [-0.02, -0.08, 0.06], [0.01, -0.03, 0.00]], "lowdin_charge": [0.133, -0.171, 0.132, -0.007, -0.172, 0.084, -0.158, 0.134, 0.133, 0.112, -0.180, 0.124, -0.022, 0.005, 0.042, -0.139, 0.087, -0.142, -0.409, -0.183, -0.154, -0.188, 0.085, 0.131, 0.126, 0.125, -0.183, -0.173, 0.124, 0.116, 0.119, -0.016, 0.112, -0.127, -0.178, 0.129, -0.006, 0.139, 0.078, 0.124, -0.157, 0.122, 0.123, 0.124], "spin_multiplicity": 1, "orbital_gap_ev": 8.930, "charge": 0, "homo_energy_ev": -8.419}

---

(3)
{"formula": "C10H4N4O2Sn", "method": "the ωB97M-V functional and the def2-TZVPD basis", "species": ["N", "H", "C", "C", "N", "C", "H", "C", "C", "C", "C", "C", "O", "C", "H", "N", "O", "H", "C", "Sn", "N"], "coordinates": [[0.868711, -0.998417, -0.919029], [4.268585, 0.281974, 0.323184], [-4.601569, 1.623816, 1.058587], [2.789432, 0.361876, -1.230938], [-1.975372, -0.146302, -0.331539], [-2.891367, 3.113772, 0.158740], [1.115762, 0.189896, -2.574806], [2.560343, -0.945551, 0.751159], [3.305813, -0.067067, -0.015841], [-3.362748, 1.818137, 0.425114], [1.345547, -1.395938, 0.258321], [-2.641722, 0.767395, 0.021541], [-0.542213, -2.837096, 0.473715], [0.513443, -2.392188, 1.071353], [3.328945, 1.058913, -1.851256], [-5.622811, 1.452972, 1.552241], [0.882195, -2.709712, 2.171898], [2.881412, -1.300032, 1.718833], [1.562051, -0.122943, -1.639816], [-1.296591, -1.913242, -1.335246], [-2.487843, 4.159736, -0.086215]], "atomic_forces_ev_per_a": [[-0.57, -0.22, 0.06], [0.07, 0.06, 0.06], [-0.26, -0.15, 0.06], [-0.02, -0.07, 0.04], [-0.79, 1.06, 0.64], [0.20, 0.25, -0.12], [0.04, 0.03, -0.04], [-0.06, -0.02, -0.07], [-0.21, -0.06, -0.06], [-0.38, 0.53, 0.23], [0.11, -0.19, 0.41], [1.54, -2.12, -0.88], [-1.03, 0.36, -1.28], [0.29, 0.25, 0.03], [0.00, 0.06, -0.08], [-0.43, -0.07, 0.26], [0.22, 0.01, 0.16], [0.01, -0.04, 0.02], [0.11, 0.22, -0.34], [1.00, -0.34, 0.97], [0.18, 0.46, -0.08]], "lowdin_charge": [-0.042, 0.117, -0.227, -0.032, -0.025, -0.230, 0.119, 0.029, -0.020, -0.279, -0.183, -0.151, -0.253, -0.606, 0.113, 0.149, 0.108, 0.129, -0.113, 1.254, 0.145], "spin_multiplicity": 1, "orbital_gap_ev": 7.591, "charge": 0, "homo_energy_ev": -8.760}